#P
DFT (wB97M-V/def2-TZVPD) results for a molecular structure, C23H23N3O2S2.

Structure (ORCA input):
```
! wB97M-V def2-TZVPD RIJCOSX def2/J DEFGRID3
* xyz 0 1
C 2.999 2.577 5.014
C 2.783 1.807 3.612
C 1.828 2.020 2.710
C 1.656 1.428 1.603
C 2.541 0.574 1.241
C 3.612 0.154 2.324
C 3.670 0.896 3.589
H 4.658 0.669 4.000
C 4.718 -0.967 1.891
H 5.100 -0.801 0.967
H 4.269 -2.106 1.885
H 5.540 -1.076 2.702
N 2.347 -0.139 0.109
C 1.465 -0.209 -0.717
O 1.452 -0.734 -1.827
C 0.469 0.953 -0.268
C 0.500 1.757 0.755
H -0.084 2.502 1.036
C -0.606 1.084 -1.488
N -1.747 0.204 -0.983
C -2.021 -0.694 -1.932
N -1.128 -1.222 -2.650
H -0.154 -1.092 -2.583
C -1.443 -2.375 -3.503
C -0.839 -3.585 -3.193
C -0.105 -3.896 -2.157
C -0.319 -5.088 -1.785
C -1.143 -5.802 -2.593
O -1.793 -4.669 -3.124
H -1.767 -6.665 -2.588
H 0.501 -5.858 -1.172
H 0.707 -3.062 -1.781
H -2.503 -2.378 -3.931
H -0.916 -2.039 -4.585
S -3.596 -1.426 -1.722
C -2.483 0.459 0.031
C -3.313 1.939 -0.373
C -4.571 1.865 -0.823
C -4.929 3.293 -1.066
C -4.128 4.103 -0.195
S -3.105 3.356 0.547
H -4.361 5.141 0.079
H -5.802 3.679 -1.575
H -4.972 1.286 -1.486
H -1.789 0.836 0.922
H -3.379 -0.210 0.132
H -1.147 2.234 -1.259
H -0.503 1.082 -2.438
H 3.174 -1.093 -0.131
H 1.254 2.928 3.171
H 2.338 3.375 5.033
H 4.080 3.101 4.934
H 2.987 1.883 5.640
*
```

Summary:
- frontier orbital gap (Eh) = 0.272
- lowest unoccupied orbital energy (eV) = 0.118
- HOMO (eV) = -7.3

These are the Löwdin partial charges, in e, on atoms 1 to 5:
1. C 0.022
2. C -0.295
3. C -0.042
4. C -0.235
5. C -0.122

---

#Q
DFT (wB97M-V/def2-TZVPD) results for a single C23H23N3O2S2 molecule.

Structure (ORCA input):
```
! wB97M-V def2-TZVPD RIJCOSX def2/J DEFGRID3
* xyz 0 1
C -5.671 -0.522 1.020
C -4.156 -0.573 0.974
H -3.772 -1.107 1.847
C -3.506 0.809 0.858
C -2.371 0.703 -0.107
C -2.335 -0.438 -0.858
C -1.301 -0.668 -1.828
O -1.172 -1.635 -2.549
N -0.364 0.392 -1.875
C -0.499 1.485 -1.090
N -1.456 1.677 -0.240
S 0.704 2.763 -1.208
C 0.414 3.567 0.388
H -0.611 3.932 0.425
C 0.663 2.655 1.588
O 0.047 2.816 2.618
N 1.634 1.739 1.424
H 2.068 1.618 0.519
C 1.993 0.795 2.459
C 1.586 -0.619 2.130
C 0.344 -0.877 1.567
C -0.044 -2.172 1.278
C 0.803 -3.228 1.569
C 2.037 -2.981 2.143
C 2.431 -1.682 2.414
H 3.398 -1.492 2.857
H 2.699 -3.801 2.378
H 0.498 -4.240 1.349
H -1.008 -2.364 0.832
H -0.326 -0.052 1.371
H 3.072 0.845 2.632
H 1.474 1.127 3.365
H 1.106 4.410 0.422
C 0.792 0.218 -2.748
C 1.961 -0.344 -1.978
C 3.048 0.451 -1.637
C 4.096 -0.077 -0.902
C 4.074 -1.406 -0.516
C 3.001 -2.206 -0.868
C 1.945 -1.677 -1.586
H 1.107 -2.301 -1.858
H 2.987 -3.247 -0.584
H 4.896 -1.819 0.049
H 4.936 0.550 -0.641
H 3.082 1.481 -1.962
H 1.039 1.181 -3.201
H 0.480 -0.489 -3.522
S -3.598 -1.581 -0.492
H -4.223 1.541 0.475
H -3.151 1.169 1.825
H -6.083 -1.526 1.091
H -6.063 -0.052 0.121
H -5.996 0.049 1.888
*
```

Summary:
- frontier orbital gap (Eh) = 0.303
- SMILES = C[C@@H]1Cc2nc(SCC(=O)NCc3ccccc3)n(Cc3ccccc3)c(=O)c2S1
- lowest unoccupied orbital energy (eV) = 0.430
- HOMO (eV) = -7.8

These are the Löwdin partial charges, in e, on atoms 1 to 5:
1. C -0.132
2. C -0.568
3. H 0.104
4. C -0.119
5. C -0.300

---

Energy comparison, zero being the most stable, in eV: #P 20.002; #Q 0.000.